[1]
Entry from the Open Molecules 2025 dataset: C48H62AsGe2N2OPSn as an isolated structure (wB97M-V/def2-TZVPD).

The geometry in ORCA input format:
```
! wB97M-V def2-TZVPD RIJCOSX def2/J DEFGRID3
* xyz 4 1
H 0.46264 2.34851 1.34991
H 1.92864 2.98865 -1.23216
C -4.26809 1.79281 9.10764
C 3.49079 -1.65213 -1.70261
C -0.52897 -4.29266 -1.60694
C 1.54609 -4.29223 -4.14110
C 1.64721 4.03218 -1.32108
Ge 0.30680 -3.22321 -3.08159
C -0.38175 -5.77914 -1.93468
H -3.85243 -0.25960 6.44770
H -2.69564 2.78722 10.19352
H -0.25671 4.71474 1.55223
H -4.28546 3.42100 2.22487
H -3.57617 1.07616 2.06408
H 2.99149 -2.38417 -1.06410
H -3.96445 -3.92260 2.50040
H -2.35746 -0.57850 4.47912
C 2.67172 2.50291 6.26295
C 1.80037 1.43110 6.40240
H -2.62229 5.24344 2.04067
C -2.94097 2.13735 9.36496
C 6.07103 -5.43543 -6.43032
H 1.31092 -5.31747 -4.41394
H -3.08128 1.78950 -1.90905
H 3.73676 2.34445 6.36312
O -0.12431 1.93115 -1.67007
H -1.22322 -3.81654 -5.65791
H 5.24694 -2.86543 -4.38556
H 1.70396 4.50591 -0.33958
C 3.86168 -4.31379 -5.15865
C -4.06989 -1.71599 -0.06488
H -1.94103 5.54430 -1.07371
C -0.08131 2.91759 6.06326
C 4.32201 -0.27712 -5.55476
C 6.23641 -4.31047 -5.63132
H -4.65182 -1.48434 -0.94737
H -0.89938 1.83724 8.80400
C -4.59565 0.95155 8.03996
Sn 0.05729 -0.05282 -1.00020
C -0.98000 3.91629 1.65978
C -2.56156 2.09785 -2.82184
H -5.62852 0.69057 7.85482
H 2.19069 0.44253 6.61259
H 5.35930 -2.75686 -1.74435
C -1.09958 -2.25258 -4.15362
C -2.84300 1.86563 1.95445
C -1.51023 0.10375 4.53469
H 4.35250 0.63348 -6.15288
C -2.26622 0.79475 7.48478
C -0.51093 3.12180 -2.03134
C -1.50237 1.56040 1.72313
H -5.32265 -3.35661 0.51763
C -2.23931 -1.21006 1.43679
H -5.04796 2.14696 9.76920
C -2.24778 4.57376 -2.96600
H 2.35121 4.53246 -1.98544
C 2.16957 3.77447 6.02552
H 0.48377 0.33332 3.72830
H 5.52751 -1.06072 -2.22484
C -2.58423 -2.30958 2.21720
H -0.83230 -6.02341 -2.89734
C 5.01110 -1.74314 -1.54859
H -3.30405 2.35549 -3.57146
H -1.57733 -3.99302 -1.54129
H 0.40620 4.97160 5.74661
C -2.96731 -0.94683 0.26881
H -1.75148 -1.72891 -3.44548
C 5.13435 -3.75103 -5.01647
H 2.72245 -5.85263 -6.15006
C -3.68856 -3.08047 1.87973
C 3.03904 -0.28183 -4.71562
H 0.66550 -6.07999 -1.95772
H 2.84587 4.61465 5.94127
H 0.23802 5.77246 -3.21188
C 0.43104 1.64145 6.29660
Ge 2.92198 -1.94515 -3.61404
H 5.29949 -1.48276 -0.53023
As -0.82110 0.15046 6.41455
H 2.16330 -0.24125 -5.36479
H 4.35044 -1.12286 -6.24087
H -1.86248 1.11640 4.34022
C -2.30996 4.21363 1.92621
H -1.99692 -2.57161 3.08871
H -2.36951 -4.02289 -4.32441
H -2.64593 -2.78963 -5.55339
H 7.22080 -3.88315 -5.49817
H -1.15033 3.08773 6.01083
H -0.87943 -6.37894 -1.17265
N 0.30154 4.15766 -1.86297
H -0.07958 -1.33440 3.75259
C 2.74369 -3.75250 -4.42207
C -4.44328 -2.77357 0.75550
H -3.32777 4.54958 -2.83174
H 4.68116 -6.83842 -7.26572
C 0.79934 3.97815 5.91933
C -1.87631 -3.28859 -4.96279
C -1.93522 1.60800 8.58476
H -1.93453 6.63653 -2.45981
H -0.05517 -4.06607 -0.64912
H -2.04616 4.75344 -4.02501
H 6.92999 -5.88343 -6.91064
C -0.11127 5.52619 -2.20631
H -2.70858 -0.07879 -0.34228
H 5.21708 -0.29799 -4.93283
H 3.00716 0.56136 -4.02271
C 4.80550 -5.97958 -6.62035
C -3.24274 3.19113 2.04949
C -3.59920 0.42399 7.24863
N -1.71539 3.25724 -2.58281
C -0.57768 2.59431 1.54935
P -0.81481 -0.13492 1.76880
H 3.13748 -0.64689 -1.43174
H 0.37989 6.20303 -1.50846
C -0.39379 -0.30270 3.57861
H -1.97666 1.26008 -3.20130
C 3.70625 -5.43211 -5.98702
C -1.61848 5.65548 -2.11135
H -0.63000 -1.51629 -4.80693
*
```

The value obtained for the frontier orbital gap (alpha / beta) is 4.40 / 4.64 eV. For the energy relative to the best compared isomer or geometry (same formula, charge and spin), the calculation gives 14.5 kcal per mole. The HOMO energy (alpha / beta) is -0.5969 / -0.5968 Eh.

Atom charges from the Löwdin analysis, given in e for atoms 1 to 6: 0.097, 0.076, 0.010, -0.381, -0.356, -0.228

=====

[2]
Entry from the Open Molecules 2025 dataset: a 2-piece molecular cluster, C3H8ClNO overall (wB97M-V/def2-TZVPD).

The geometry in ORCA input format:
```
! wB97M-V def2-TZVPD RIJCOSX def2/J DEFGRID3
* xyz 0 1
H 1.00918 -1.45332 1.32820
H -1.22077 -1.27596 0.21242
Cl 2.06379 2.82352 -1.57587
C -0.44545 -0.16692 -1.55060
O -0.99642 1.17484 1.65354
H -0.07877 0.82983 -1.79583
H -1.99561 0.10028 -0.23462
H 1.81120 0.05750 0.99819
N -1.09075 -0.33819 -0.13942
H 0.38913 -0.86793 -1.56347
H -1.13417 -0.60341 -2.27396
H 1.15004 -0.25430 2.48201
C -0.36722 0.34677 1.03310
C 0.90581 -0.37268 1.42635
*
```

The value obtained for the frontier orbital gap is 5.67 eV. For the energy relative to the best compared isomer or geometry (same formula, charge and spin), the calculation gives 67.8 kcal per mole. The HOMO energy is -0.2515 Eh.

Atom charges from the Löwdin analysis, given in e for atoms 1 to 6: 0.091, 0.165, -0.807, 0.032, 0.168, 0.037

=====

[3]
Entry from the Open Molecules 2025 dataset: a 3-piece molecular cluster, C20H44BFN5O5S3 overall (wB97M-V/def2-TZVPD).

The geometry in ORCA input format:
```
! wB97M-V def2-TZVPD RIJCOSX def2/J DEFGRID3
* xyz 1 1
H -1.26485 1.34974 -2.61006
S -1.34384 0.62309 -4.88369
H -3.91576 -1.07029 -0.83787
H -1.70224 -2.76653 2.55414
H -5.11183 -2.71042 0.32483
C -0.85646 1.71664 -3.55049
C 0.66865 1.71653 -3.60560
O -2.46116 1.17707 -5.59368
H -0.22030 1.24081 3.96548
H 4.38786 6.02386 4.30357
H 1.50538 1.01905 3.91503
C 0.16342 0.78586 -5.84429
C 4.20283 5.16525 3.66154
H 2.09074 1.60924 -5.26254
B 1.01241 0.26470 0.16653
H 2.96363 -0.16213 -0.74460
C -4.88081 -4.02190 -1.38910
O -1.42521 -0.73209 -4.36098
C -0.67907 -1.43287 1.26801
H -3.46121 -1.19272 -3.36026
C -1.96662 -1.51634 -0.75817
H 3.07219 0.57174 0.88031
C -3.42382 -2.01595 -2.66203
H 2.63268 1.54807 -0.55249
C 3.34377 4.34794 1.49064
H -1.55308 -3.41641 0.94781
C -0.99910 -2.87578 1.71969
C 0.43254 -1.90883 -0.98062
H 3.11358 6.36669 2.23305
C 0.39463 -0.74920 3.40612
N 0.11190 -3.70468 2.15139
N -0.61284 -0.47781 2.36499
H 0.07436 -1.55582 4.06603
F 1.07932 -3.12620 -1.02640
C 0.56578 -1.26606 0.39251
H 0.82359 2.80979 -5.46169
H 0.63100 -0.19583 -5.89097
H 1.35027 -0.99280 2.94819
C -5.55154 -3.61971 -0.08246
H -5.42364 -4.40582 0.65918
H 4.75001 5.99287 1.71282
H -0.99518 -1.84406 -2.42999
H 5.09607 4.53774 3.67358
H 1.42670 -1.74021 0.86235
H -0.66911 -5.50664 1.44527
C 2.99745 4.36345 4.14471
O 0.07960 1.28625 0.09828
C 1.03370 1.80441 -5.09446
O 3.33336 2.08658 2.85336
O 1.15514 3.29190 2.55302
H 2.13836 5.00616 4.33445
S -5.07014 -2.78102 -2.70755
C 0.57524 0.54518 4.21511
C 3.87760 5.58769 2.22146
H 0.65320 -4.88109 0.43168
H 1.05954 0.78641 -3.18296
H 0.97806 -5.58734 2.01053
H 0.93770 -1.30046 -1.73546
H -1.26650 2.70025 -3.77508
H -0.10423 1.11401 -6.84494
H -3.81018 -4.14712 -1.21651
H 3.19827 3.73889 5.01208
S 2.58653 3.32002 2.75478
N -1.84677 -0.98459 0.48704
N -3.14622 -1.49495 -1.33255
H 1.08496 2.54329 -3.03363
C 2.53190 0.57857 -0.06559
H -1.93451 0.02867 0.50087
H 0.97762 -3.20297 2.25061
H 0.61878 0.36509 5.28566
H -2.70338 -2.77142 -2.94341
H -5.24888 -4.97717 -1.74964
H -0.00005 1.75527 0.93724
N -0.94083 -2.09124 -1.44366
H -1.52386 -0.51186 2.81516
H 4.14409 3.76734 1.03563
H 2.59061 4.59010 0.74522
H -6.60854 -3.41905 -0.23978
C 0.27674 -4.96887 1.45330
*
```

The value obtained for the frontier orbital gap is 8.91 eV. The HOMO energy is -0.4062 Eh.

Atom charges from the Löwdin analysis, given in e for atoms 1 to 6: 0.093, 0.687, 0.153, 0.124, 0.051, -0.216

=====

[4]
Entry from the Open Molecules 2025 dataset: C22H16F5N4O2S2Ti as an isolated structure (wB97M-V/def2-TZVPD).

The geometry in ORCA input format:
```
! wB97M-V def2-TZVPD RIJCOSX def2/J DEFGRID3
* xyz -2 2
N -0.28416 0.66697 -1.32496
N 0.00587 1.53902 -2.36008
C 1.36465 1.19889 1.33076
Ti 0.88003 -0.58358 -0.52739
H -4.04197 -1.46682 2.43374
C -1.85535 3.29657 -1.01726
C -1.54772 0.83097 -0.73218
H -0.78928 3.41416 -0.89703
C 3.89342 -5.14997 0.60412
C -3.17073 -1.39094 1.79149
F 1.98713 -5.71819 -0.58960
C 2.79380 -4.75471 -0.12490
C -3.78643 1.88545 -1.13267
H 2.66946 1.58845 -0.27562
C -1.05089 -2.22374 1.04638
H -0.24294 -2.94670 1.08389
C -2.39375 1.99458 -0.96772
H -4.67260 5.14637 -1.47188
H -0.58583 1.54457 3.92332
C -2.16153 -2.39783 1.82690
H -3.73834 0.48542 0.97028
C 2.49471 -3.41147 -0.39767
C 1.09930 1.32432 -2.98819
H 0.95826 3.08241 -3.95231
C -4.59147 3.00053 -1.30325
O 1.30816 -0.10313 1.27195
C -0.19815 0.94618 3.09815
C 2.05861 2.00976 0.50945
C -4.04220 4.27492 -1.33401
H 2.39956 2.26101 -4.20171
C -1.86850 -0.21258 0.11921
H -4.23174 0.89979 -1.17300
N 1.40438 2.18307 -4.06720
C 4.77191 -4.20827 1.11745
H -2.21306 5.39233 -1.21974
F 4.13405 -6.45075 0.82624
O 0.68189 1.79729 2.37741
C 4.52040 -2.87087 0.87669
F 5.84677 -4.59511 1.82315
H -1.02465 0.60481 2.47270
S 2.19319 0.02064 -2.64983
H 1.99605 3.08280 0.61826
C -2.66185 4.40421 -1.19549
C 3.41911 -2.49299 0.14418
C -3.01854 -0.32091 0.96756
F 5.36965 -1.95325 1.35566
S 1.13910 -2.93231 -1.34415
H 0.32250 0.07162 3.49165
F 3.23608 -1.18750 -0.08976
H -2.25006 -3.25674 2.47959
H -5.66228 2.87095 -1.42892
N -0.86401 -1.18972 0.20634
*
```

The value obtained for the frontier orbital gap (alpha / beta) is 4.33 / 4.29 eV. The HOMO energy (alpha / beta) is 0.0100 / 0.0114 Eh.

Atom charges from the Löwdin analysis, given in e for atoms 1 to 6: -0.188, -0.016, -0.580, 0.574, 0.079, -0.039

=====

[5]
Entry from the Open Molecules 2025 dataset: an isolated ion of composition HS and charge -1 (wB97M-V/def2-TZVPD).

The geometry in ORCA input format:
```
! wB97M-V def2-TZVPD RIJCOSX def2/J DEFGRID3
* xyz -1 1
H -0.09023 0.51726 -0.39604
S 0.09023 -0.51726 0.39604
*
```

The value obtained for the frontier orbital gap is 7.47 eV. For the energy relative to the best compared isomer or geometry (same formula, charge and spin), the calculation gives 0.2 kcal per mole. Its SMILES is [SH-]. The HOMO energy is -0.0821 Eh.

Taken from the Löwdin analysis, the atomic charges in e are: -0.553, -0.447

=====

[6]
Entry from the Open Molecules 2025 dataset: C4H13N5O in the gas phase (wB97M-V/def2-TZVPD).

The geometry in ORCA input format:
```
! wB97M-V def2-TZVPD RIJCOSX def2/J DEFGRID3
* xyz 0 1
H -2.30036 -0.04497 -1.39140
H -1.45695 1.29818 0.89234
O -2.43182 0.70172 -0.77769
H 1.71154 -0.13853 2.16673
N 0.70264 -2.26781 1.20687
H 1.64952 2.71817 -0.55043
H 0.41130 0.85188 1.92929
H 1.17782 -2.42988 2.08816
H -2.24654 -2.06883 -0.09542
H 0.55712 2.92088 0.61439
C -0.83379 -0.71057 0.30979
C 0.22624 -0.97332 1.13761
N 0.70067 -0.11264 2.09680
H 1.55746 1.25939 -2.23877
N 0.04713 1.47305 -0.69433
C 0.64920 0.79664 -1.82733
H -0.72882 -2.50553 -0.58740
H -0.04421 0.76777 -2.68155
N 1.03414 2.19107 0.07918
N -1.38809 -1.72573 -0.52440
H 0.92750 -0.24002 -1.61138
H 1.35360 -2.44385 0.44702
C -1.27530 0.68293 0.01191
*
```

The value obtained for the frontier orbital gap is 7.55 eV. For the energy relative to the best compared isomer or geometry (same formula, charge and spin), the calculation gives 85.0 kcal per mole. Its SMILES is CN(N)[C@@H](O)C(N)=C(N)N. The HOMO energy is -0.2468 Eh.

Atom charges from the Löwdin analysis, given in e for atoms 1 to 6: 0.080, 0.132, -0.003, 0.093, 0.085, 0.071

=====

Table of strongest force on any atom (eV/Å), in record order: 1.3; 3.0; 1.3; 2.1; 0.8; 3.0
Table of E (hartree), in record order: -8994.83205; -709.20385; -2757.55575; -3362.70816; -398.81160; -509.12823